[1]
The following is a quantum chemistry calculation of C5H13NS in the gas phase in a non-equilibrium geometry, from OMol25.

Each line ends with the Mulliken charge.
CARTESIAN COORDINATES (ANGSTROEM)
C  -1.39634  -2.32900  -1.67527  -0.954
C  -1.52170  -0.93124  -0.99962  -0.431
N  -0.20201  -0.42222  -0.69744  -0.350
C  -0.22715  0.89655  -0.08434  -0.654
C  1.09960  1.44329  0.33624  -0.621
C  1.82150  0.71664  1.45592  -0.673
S  1.27469  1.20078  3.13905  -0.213
H  -2.22310  -2.94517  -1.32902  0.290
H  -1.55143  -2.15454  -2.73797  0.238
H  -0.39379  -2.71295  -1.52800  0.339
H  -2.15597  -1.00003  -0.10362  0.330
H  -1.97220  -0.20081  -1.67287  0.303
H  0.33750  -1.03631  -0.10737  0.235
H  -0.84963  0.85146  0.84153  0.301
H  -0.86655  1.54818  -0.68737  0.420
H  1.79825  1.54402  -0.50438  0.324
H  1.00524  2.51874  0.54103  0.384
H  1.56144  -0.30876  1.47898  0.245
H  2.87848  0.82513  1.34198  0.381
H  1.58317  2.49626  2.99254  0.107

Forces on atoms 1 to 2 (eV/Å):
-0.835 1.635 -0.163
0.500 -0.703 0.103

Summary:
**Kohn-Sham gap**: 9.6605 eV
**2S+1**: 1
**Net charge**: 0
**Calculated total energy**: -651.21865 a.u.
**SMILES**: CCNCCCS
**Energy relative to the best compared isomer or geometry (same formula, charge and spin)**: 66.5 kJ/mol

[2]
The following is a quantum chemistry calculation of C4H9NO2 in the gas phase in a non-equilibrium geometry, from OMol25.

Each line ends with the Mulliken charge.
CARTESIAN COORDINATES (ANGSTROEM)
C  -2.05037  -0.25105  -0.77429  -1.395
C  -0.47103  0.22482  -0.77850  0.418
O  -0.48260  1.49886  -0.15360  -0.594
C  0.35646  -0.78788  -0.00893  -0.631
C  1.86632  -0.54623  0.01323  0.358
N  2.24304  0.68385  0.45714  -0.348
O  2.65869  -1.42106  -0.30000  -0.627
H  -2.47769  -0.51236  0.21819  0.383
H  -2.00036  -1.15115  -1.36424  0.401
H  -2.79633  0.41721  -1.26834  0.411
H  -0.19458  0.31380  -1.83347  0.244
H  -1.43572  1.19591  -0.12301  0.340
H  -0.00804  -0.80177  1.02898  0.270
H  0.20154  -1.76914  -0.45863  0.295
H  3.22544  0.91721  0.40866  0.237
H  1.55061  1.41772  0.53836  0.238

Forces on atoms 1 to 2 (eV/Å):
0.910 -0.618 -0.464
-1.167 -1.575 -0.639

Summary:
**Kohn-Sham gap**: 10.5010 eV
**2S+1**: 1
**Net charge**: 0
**Calculated total energy**: -363.01771 a.u.
**SMILES**: C[C@@H](O)CC(N)=O
**Energy relative to the best compared isomer or geometry (same formula, charge and spin)**: 178.1 kJ/mol

[3]
The following is a quantum chemistry calculation of an isolated ion of composition C3H10NO and charge +1 in a non-equilibrium geometry, from OMol25.

Each line ends with the Mulliken charge.
CARTESIAN COORDINATES (ANGSTROEM)
N  -1.34125  -1.12684  -0.31967  -0.316
C  -1.16154  -0.06319  0.71163  -0.487
C  0.31520  0.24975  1.00370  -0.698
C  1.04425  1.10509  -0.04236  -0.296
O  1.36369  0.01117  -1.07012  -0.584
H  -1.91515  -1.92218  -0.13064  0.362
H  -0.41503  -1.43624  -0.65249  0.345
H  -1.90300  -0.80918  -1.19637  0.385
H  -1.72561  0.93086  0.42486  0.305
H  -1.63465  -0.54027  1.58352  0.324
H  0.19070  0.78087  2.01234  0.326
H  0.93230  -0.64024  1.17232  0.416
H  0.46398  1.80180  -0.69690  0.316
H  1.97307  1.50074  0.26049  0.278
H  1.32521  0.38253  -2.01632  0.325

Forces on atoms 1 to 2 (eV/Å):
-0.766 0.967 -4.059
-0.813 1.243 0.598

Summary:
**Kohn-Sham gap**: 11.0301 eV
**2S+1**: 1
**Net charge**: +1
**Calculated total energy**: -250.01036 a.u.
**SMILES**: [NH3+]CCCO
**Energy relative to the best compared isomer or geometry (same formula, charge and spin)**: 114.1 kJ/mol

[4]
The following is a quantum chemistry calculation of an isolated ion of composition C9H14BrN2 and charge +1 in a non-equilibrium geometry, from OMol25.

Each line ends with the Mulliken charge.
CARTESIAN COORDINATES (ANGSTROEM)
H  -0.31535  -1.96467  -2.16584  0.264
N  -0.03651  -1.33855  -1.38655  -0.544
C  -0.76483  -0.42061  -0.99516  0.433
C  -1.93827  0.24567  -1.69761  -0.570
C  -1.95078  1.75791  -1.42351  -0.984
C  -2.17407  1.98162  0.08619  0.088
Br  -3.63143  2.99565  0.67636  -0.080
C  -1.55559  1.10593  0.89896  -0.840
C  -0.34967  0.27650  0.29710  0.176
N  0.45802  -0.95860  1.04441  -0.216
C  1.77312  -0.62828  1.58422  -0.368
C  2.85844  -1.64531  1.30376  -0.629
C  2.73856  -0.44871  0.45581  -0.513
H  -1.69124  0.14373  -2.80766  0.338
H  -2.96874  -0.21702  -1.50732  0.320
H  -1.00341  2.13021  -1.69996  0.344
H  -2.65914  2.36014  -1.81618  0.553
H  -1.67628  1.11874  1.94455  0.463
H  0.60604  0.83534  0.29006  0.283
H  0.63786  -1.41893  0.12359  0.495
H  -0.17813  -1.50333  1.61044  0.336
H  1.75346  0.13881  2.31711  0.506
H  2.55158  -2.60849  0.90680  0.218
H  3.69003  -1.68360  1.89538  0.320
H  3.47010  0.25464  0.56649  0.318
H  2.35622  -0.50881  -0.50145  0.286

Forces on atoms 1 to 2 (eV/Å):
0.111 1.110 0.322
0.660 -2.719 -0.724

Summary:
**Kohn-Sham gap**: 9.5238 eV
**2S+1**: 1
**Net charge**: +1
**Calculated total energy**: -3034.50999 a.u.
**SMILES**: [H]/N=C1\CCC(Br)=C[C@H]1[NH2+]C1CC1
**Energy relative to the best compared isomer or geometry (same formula, charge and spin)**: 0.0 kJ/mol

[5]
The following is a quantum chemistry calculation of a 10-piece molecular cluster, C29H42N10O9 overall in a non-equilibrium geometry, from OMol25.

Each line ends with the Mulliken charge.
CARTESIAN COORDINATES (ANGSTROEM)
O  1.18053  -0.52500  6.35316  -0.512
C  0.47219  -1.56501  6.89859  0.513
C  1.05219  -2.80092  7.22751  -0.361
C  0.23551  -3.88202  7.59582  -0.608
C  -1.11277  -3.66441  7.87576  0.692
O  -1.93118  -4.66842  8.37938  -0.547
C  -1.71094  -2.46471  7.43697  -0.629
C  -0.93000  -1.46263  6.99042  -0.387
H  0.63941  0.26537  6.41724  0.286
H  2.11868  -2.96675  7.18887  0.385
H  0.77127  -4.71862  8.01944  0.325
H  -2.83642  -4.43715  8.59997  0.305
H  -2.74648  -2.30365  7.69797  0.276
H  -1.47266  -0.54755  6.80457  0.261
O  2.44501  7.03958  -0.89290  -0.509
C  3.19229  6.85205  0.25446  0.429
C  3.96246  7.88263  0.72840  -0.443
C  4.89176  7.63718  1.75869  -0.484
C  4.90978  6.38841  2.40797  0.377
O  5.58906  6.31193  3.66579  -0.567
C  4.09080  5.35546  1.95116  -0.574
C  3.28771  5.56976  0.80917  -0.369
H  1.70131  6.47206  -0.67742  0.316
H  4.06055  8.87221  0.30708  0.369
H  5.46902  8.49196  2.07888  0.380
H  5.33825  7.03168  4.24944  0.320
H  4.15023  4.43996  2.52101  0.378
H  2.82908  4.73957  0.29260  0.376
O  -3.36713  -6.96834  -2.85437  -0.547
C  -3.63617  -6.13322  -3.87020  0.695
C  -2.67148  -5.21918  -4.30067  -0.527
C  -2.81230  -4.54330  -5.51893  -0.400
C  -4.00762  -4.63587  -6.24709  0.393
O  -4.12760  -4.00330  -7.46887  -0.543
C  -4.97404  -5.52577  -5.74259  -0.443
C  -4.78567  -6.28702  -4.59162  -0.558
H  -3.91190  -7.73886  -2.67798  0.310
H  -1.87136  -4.95751  -3.62412  0.389
H  -2.07358  -3.82008  -5.83141  0.377
H  -4.75844  -4.41439  -8.06439  0.306
H  -5.89831  -5.69439  -6.27523  0.274
H  -5.53807  -7.03913  -4.40553  0.274
N  -6.31472  2.86833  -6.02858  -0.430
C  -5.73929  2.68366  -4.91306  0.661
N  -4.84056  1.79656  -5.03507  -0.389
O  -5.97776  3.33830  -3.90077  -0.672
H  -5.69862  2.75846  -6.82132  0.208
H  -7.20422  3.34620  -6.00548  0.216
H  -4.28866  1.42325  -4.27603  0.218
H  -4.90614  1.27857  -5.89965  0.187
N  5.99052  -1.35713  -3.76913  -0.377
C  5.80368  -2.59729  -4.20861  0.606
N  5.21522  -3.35496  -3.43638  -0.333
O  6.00647  -2.98781  -5.28852  -0.632
H  5.74339  -1.15947  -2.80998  0.159
H  6.56432  -0.63290  -4.17696  0.218
H  4.95380  -4.29552  -3.69544  0.217
H  4.93379  -3.06227  -2.51159  0.143
N  1.62210  3.40561  -6.55298  -0.397
C  2.52979  4.16267  -7.02922  0.681
N  3.71076  3.89740  -6.61272  -0.396
O  2.30259  5.07378  -7.82538  -0.686
H  1.77766  2.67028  -5.87830  0.178
H  0.69528  3.73778  -6.77828  0.223
H  3.92088  2.99683  -6.20661  0.179
H  4.37853  4.64106  -6.75819  0.218
C  -5.02438  -4.14015  3.51612  -0.669
C  -5.84521  -2.98320  3.98478  0.280
N  -6.49099  -2.06817  4.37761  -0.402
H  -5.08035  -4.61857  4.49392  0.227
H  -3.96897  -4.05901  3.25608  0.295
H  -5.60832  -4.77098  2.84591  0.270
C  0.63076  -1.95188  0.76056  -0.674
C  0.41547  -1.06460  -0.41950  0.312
N  0.30264  -0.39080  -1.39106  -0.384
H  0.05414  -2.84483  0.51918  0.231
H  0.25913  -1.52882  1.69383  0.250
H  1.68330  -2.12748  0.98287  0.266
C  -6.11295  3.51835  4.15843  -0.706
C  -4.79882  2.97939  3.51499  0.249
N  -3.89329  2.56824  2.97111  -0.328
H  -6.91458  2.98347  3.64912  0.245
H  -6.11135  4.60277  4.04830  0.258
H  -6.30885  3.34714  5.21693  0.283
C  7.90514  0.37721  4.90432  -0.766
C  7.28047  0.17152  3.60426  0.309
N  6.80584  -0.01314  2.57004  -0.348
H  8.72662  -0.33915  4.91411  0.256
H  7.13743  0.14578  5.64267  0.236
H  8.56538  1.21283  5.13653  0.314

Forces on atoms 1 to 2 (eV/Å):
0.465 -0.354 0.462
-0.832 -0.853 -0.485

Summary:
**Kohn-Sham gap**: 8.2506 eV
**2S+1**: 1
**Net charge**: 0
**Calculated total energy**: -2354.82024 a.u.
**SMILES**: Oc1ccc(O)cc1.Oc1ccc(O)cc1.Oc1ccc(O)cc1.NC(N)=O.NC(N)=O.NC(N)=O.CC#N.CC#N.CC#N.CC#N

[6]
The following is a quantum chemistry calculation of C4H5ClO in the gas phase in a non-equilibrium geometry, from OMol25.

Each line ends with the Mulliken charge.
CARTESIAN COORDINATES (ANGSTROEM)
C  -1.01509  -2.06610  0.26584  -0.735
C  0.43056  -1.41506  -0.25067  -0.069
O  1.00321  -0.92060  -1.34458  -0.340
C  1.25341  -0.17831  -0.21343  0.970
C  0.70619  1.25960  -0.22677  -0.989
Cl  2.93585  -0.31553  0.53019  -0.229
H  -1.54421  -2.79279  -0.21422  0.316
H  -1.16066  -1.93291  1.33779  0.220
H  0.18540  1.40540  0.81337  0.227
H  -0.00123  1.49710  -1.05505  0.307
H  1.54901  2.01594  -0.23181  0.322

Forces on atoms 1 to 2 (eV/Å):
7.565 4.986 -0.511
-6.551 -1.167 3.197

Summary:
**Kohn-Sham gap (spin up / spin down)**: 8.9029 / 8.9022 eV
**2S+1**: 1
**Net charge**: 0
**Calculated total energy**: -690.67488 a.u.
**SMILES**: C=C1O[C@]1(C)Cl
**Energy relative to the best compared isomer or geometry (same formula, charge and spin)**: 383.9 kJ/mol